Formula: C50H63N3O4Zr
Source: OMol25
Level of theory: ωB97M-V/def2-TZVPD

Calculated values
Kohn-Sham gap, eV: 4.823
Total charge: 0
HOMO, eV: -6.61
LUMO, eV: -1.8
Energy above the lowest of the compared OMol25 structures with the same formula, charge and spin, kcal per mole: 22.12
Maximum force, eV/A: 3.84

```
121
Properties=species:S:1:pos:R:3:mulliken_charge:R:1
Zr -0.665 1.044 0.596 -0.859
C 2.957 -5.259 0.630 -1.294
C 3.572 -4.111 1.440 2.022
C 4.324 -4.709 2.633 -2.360
C 4.595 -3.366 0.571 -1.548
C 2.498 -3.117 1.854 -0.293
C 1.756 -2.484 0.874 -0.700
C 0.808 -1.498 1.167 0.107
N 0.193 -0.767 0.181 0.631
C 0.348 -0.886 -1.197 0.475
C 0.447 -2.048 -1.971 -0.311
C 0.594 -1.972 -3.351 -0.570
C 0.577 -0.719 -3.963 -0.690
C 0.416 0.464 -3.263 -0.103
C 0.312 0.385 -1.864 0.067
O 0.178 1.454 -1.095 -1.407
C 0.358 1.822 -3.954 2.518
C 0.525 1.726 -5.475 -2.419
C -1.004 2.474 -3.675 -1.261
C 1.465 2.729 -3.399 -1.717
C 0.765 -3.185 -4.257 2.087
C 2.036 -3.021 -5.106 -1.718
C 0.908 -4.493 -3.478 -2.064
C -0.455 -3.302 -5.183 -1.704
C 0.577 -1.151 2.539 -0.233
O -0.266 -0.124 2.942 1.004
C 1.385 -1.734 3.533 -0.340
C 2.289 -2.731 3.167 -0.274
C 1.350 -1.284 5.001 2.629
C 1.551 0.238 5.107 -1.577
C 0.012 -1.701 5.623 -1.705
C 2.455 -1.923 5.857 -2.522
H 3.733 -5.970 0.353 0.509
H 2.202 -5.783 1.212 0.342
H 2.490 -4.898 -0.281 -0.029
H 5.095 -5.385 2.268 0.446
H 4.811 -3.927 3.212 0.411
H 3.659 -5.271 3.286 0.414
H 5.393 -4.043 0.272 0.460
H 4.132 -2.960 -0.324 0.286
H 5.024 -2.540 1.134 0.342
H 1.964 -2.681 -0.165 0.428
H 0.384 -3.010 -1.484 0.630
H 0.679 -0.678 -5.033 0.603
H -0.278 1.143 -5.920 0.429
H 0.486 2.728 -5.897 0.449
H 1.482 1.285 -5.745 0.431
H -1.818 1.829 -4.004 0.214
H -1.114 2.668 -2.611 -0.096
H -1.070 3.420 -4.210 0.671
H 2.448 2.324 -3.630 0.312
H 1.382 3.723 -3.833 0.470
H 1.371 2.821 -2.320 0.231
H 2.903 -2.889 -4.461 0.357
H 2.190 -3.908 -5.717 0.496
H 1.976 -2.165 -5.771 0.296
H 1.761 -4.444 -2.805 0.315
H 0.010 -4.717 -2.907 0.353
H 1.074 -5.312 -4.176 0.509
H -0.578 -2.408 -5.788 0.306
H -0.339 -4.153 -5.853 0.449
H -1.360 -3.446 -4.598 0.325
H 2.869 -3.202 3.937 0.530
H 0.782 0.789 4.574 0.137
H 1.530 0.547 6.152 0.478
H 2.516 0.521 4.687 0.369
H -0.807 -1.378 4.996 0.216
H -0.032 -2.784 5.716 0.313
H -0.102 -1.268 6.616 0.438
H 3.446 -1.679 5.484 0.459
H 2.379 -1.544 6.873 0.450
H 2.350 -3.003 5.914 0.457
C -2.698 -1.610 -0.281 -0.718
O -2.407 -0.216 -0.447 1.373
C -3.295 0.582 -1.147 0.710
C -4.236 0.139 -2.061 -1.279
C -5.033 1.046 -2.745 -0.868
C -4.902 2.404 -2.514 -0.849
C -3.960 2.864 -1.615 -0.297
C -3.131 1.971 -0.931 0.335
N -2.104 2.395 -0.090 0.524
N -1.675 3.608 -0.370 -0.402
C -0.628 4.189 0.205 1.129
C 0.219 3.680 1.261 0.472
O 0.238 2.440 1.627 -0.188
C 1.049 4.607 1.957 -0.956
C 1.181 5.902 1.562 -0.941
C 0.552 6.371 0.379 0.830
C 0.813 7.650 -0.142 -0.881
C 0.267 8.047 -1.337 -0.592
C -0.564 7.175 -2.043 -0.832
C -0.869 5.936 -1.533 -0.623
C -0.330 5.511 -0.312 0.430
H -3.544 -1.931 -0.884 0.753
H -2.913 -1.786 0.776 -0.250
H -1.816 -2.180 -0.575 -0.213
H -4.353 -0.911 -2.283 0.370
H -5.752 0.683 -3.463 0.436
H -5.527 3.108 -3.040 0.428
H -3.827 3.916 -1.421 0.478
H 1.587 4.220 2.812 0.556
H 1.816 6.581 2.114 0.403
H 1.465 8.309 0.411 0.415
H 0.487 9.026 -1.738 0.390
H -0.957 7.475 -3.002 0.435
H -1.503 5.253 -2.076 0.244
C -4.045 0.398 2.552 -1.703
C -2.796 -0.157 3.264 3.301
C -2.686 0.572 4.616 -1.778
C -2.925 -1.681 3.460 -1.890
C -1.598 0.227 2.377 -1.103
H -4.927 0.227 3.166 0.532
H -4.206 -0.071 1.582 0.100
H -3.950 1.474 2.390 0.338
H -3.459 0.247 5.311 0.506
H -2.788 1.647 4.476 0.390
H -1.712 0.402 5.066 0.213
H -3.051 -1.936 4.512 0.435
H -2.038 -2.198 3.092 0.254
H -3.794 -2.068 2.929 0.443
H -1.562 1.350 2.517 0.065
```